{"formula": "C6H11NS", "method": "ωB97M-V/def2-TZVPD", "largest_force_ev_per_a": 0.8, "relative_energy_kcal_mol": 17.41, "homo_energy_ha": -0.31935, "orbital_gap_ev": 9.53, "energy_ev": -18724.739, "charge": 0, "lumo_energy_ev": 0.837, "species": ["C", "H", "H", "H", "H", "C", "N", "C", "C", "S", "H", "C", "H", "H", "H", "H", "H", "H", "C"], "coordinates": [[-0.504965, -0.632124, 0.317952], [-1.913015, 0.761367, 1.245677], [1.895145, 0.750457, 1.054611], [0.980174, -1.187026, -1.162411], [-0.261437, 1.428897, 1.245379], [-0.970169, 0.788700, 0.741299], [0.270171, 0.819790, -1.302402], [-1.102605, 0.931471, -0.794926], [0.775336, -0.329682, -0.495088], [-0.516463, -2.060278, 1.406367], [0.823502, 1.657409, -1.067307], [2.031509, -0.031557, 0.292759], [-2.580979, -0.671539, -0.417375], [-1.393103, -1.135993, -1.697307], [2.410661, -0.915513, 0.804416], [-1.684207, 1.700429, -1.271528], [0.466202, -1.640193, 2.258334], [2.836942, 0.295101, -0.358291], [-1.562701, -0.529714, -0.800159]], "forces_ev_per_angstrom": [[0.25, 0.08, 0.30], [-0.54, -0.03, 0.35], [-0.11, -0.14, -0.21], [-0.08, 0.27, 0.21], [0.20, 0.21, 0.18], [0.34, -0.20, -0.53], [0.68, 0.37, 0.09], [0.01, 0.03, 0.15], [-0.02, -0.41, -0.26], [0.41, 0.23, 0.31], [-0.49, -0.47, -0.14], [0.08, 0.20, 0.44], [0.25, 0.12, -0.10], [-0.02, 0.22, 0.10], [-0.13, -0.15, 0.01], [-0.17, 0.33, -0.12], [-0.45, -0.16, -0.43], [0.04, 0.10, -0.24], [-0.26, -0.61, -0.11]], "nbo_charge": [-0.158, 0.215, 0.202, 0.196, 0.198, -0.429, -0.615, -0.050, -0.071, -0.008, 0.353, -0.632, 0.215, 0.214, 0.221, 0.207, 0.126, 0.221, -0.404]}

{"formula": "C6H11O", "method": "ωB97M-V/def2-TZVPD", "largest_force_ev_per_a": 2.2, "relative_energy_kcal_mol": 15.84, "homo_energy_ha": -0.08133, "orbital_gap_ev": 5.77, "smiles": "C/C=C/CCC[O-]", "energy_ev": -8446.184, "charge": -1, "lumo_energy_ev": 3.562, "species": ["H", "H", "H", "H", "H", "H", "C", "C", "H", "H", "C", "H", "C", "H", "O", "H", "C", "C"], "coordinates": [[-0.416948, -0.020320, -2.108140], [-3.840386, -1.739982, 0.694697], [1.873206, -0.135147, -1.607023], [1.285212, -1.086573, -0.298240], [-3.697032, -0.123770, 1.413562], [-2.409975, -1.329823, -1.031243], [-1.139267, 0.027075, -0.072507], [-2.224567, -0.730662, -0.137893], [1.424426, 0.807025, 1.225459], [-2.642947, -1.609794, 1.828520], [-0.116487, 0.375238, -1.126839], [1.884647, 1.959171, -0.070715], [2.102318, 0.889766, 0.285963], [-0.328516, 1.436393, -1.306599], [3.336258, 0.523320, 0.517019], [-0.771525, 0.486655, 0.849479], [-3.135708, -0.989642, 1.068579], [1.287712, -0.049493, -0.670642]], "forces_ev_per_angstrom": [[0.20, -0.55, 0.16], [-0.57, 0.32, 0.08], [0.12, 0.11, 0.27], [-0.21, 0.35, 0.25], [0.28, -0.06, 0.30], [-0.15, 0.38, -0.02], [0.86, 0.31, -0.10], [0.25, -0.02, 0.85], [0.29, 0.47, -0.10], [0.19, 0.88, 0.33], [-1.42, -0.43, 0.06], [0.33, -0.41, -0.07], [-1.95, -0.38, 0.91], [0.96, 0.36, 0.31], [0.68, 0.08, -0.28], [-0.76, -0.11, 0.25], [0.06, -1.52, -1.39], [0.83, 0.24, -1.80]], "nbo_charge": [0.179, 0.194, 0.179, 0.185, 0.209, 0.180, -0.128, -0.259, 0.023, 0.212, -0.440, 0.045, 0.033, 0.201, -0.925, 0.194, -0.645, -0.438]}

{"formula": "C6H11OP", "method": "ωB97M-V/def2-TZVPD", "largest_force_ev_per_a": 6.1, "relative_energy_kcal_mol": 29.95, "homo_energy_ha": -0.34921, "orbital_gap_ev": 10.01, "smiles": "CC1=C[P@H](=O)C[C@H]1C", "energy_ev": -17735.641, "charge": 0, "lumo_energy_ev": 0.503, "species": ["H", "C", "H", "O", "C", "H", "C", "H", "H", "H", "H", "C", "H", "P", "H", "H", "C", "H", "C"], "coordinates": [[-2.430883, 0.586537, 1.540291], [-0.922393, 1.138296, -0.623628], [-1.241306, -2.335846, 0.447238], [-3.369699, -0.136051, -0.414680], [0.362185, -0.879225, -0.091539], [1.328349, -2.744464, -0.626412], [-0.996097, -1.332659, 0.231824], [1.127542, 0.667703, -1.297998], [2.399831, -1.517339, 0.144374], [1.940999, -1.372519, -1.471177], [0.059590, 1.425332, 1.467684], [0.463980, 0.579428, -0.385652], [-1.381423, 1.038118, -1.550849], [-2.096898, 0.083266, 0.288343], [1.458284, 2.338754, 0.886168], [-0.930060, 2.268223, -0.554992], [1.551131, -1.705292, -0.458192], [1.703485, 0.618313, 1.519202], [0.973387, 1.279432, 0.949999]], "forces_ev_per_angstrom": [[0.63, 0.01, 0.67], [0.18, 2.00, 1.52], [-0.25, -0.90, 0.19], [-0.84, -0.05, -0.47], [-4.94, -1.96, -0.06], [0.00, -0.50, 0.60], [5.34, 2.83, -0.39], [-0.47, 0.36, 1.15], [0.78, -0.14, 1.12], [-0.68, -0.08, 0.88], [-0.55, -0.01, 1.16], [1.16, 0.90, 0.02], [-0.22, -0.85, -2.27], [-0.05, -0.35, -0.88], [-0.80, -1.91, -0.42], [-0.17, -1.18, 0.74], [-0.42, 0.45, -2.10], [-1.03, 0.84, -0.60], [2.33, 0.54, -0.86]], "nbo_charge": [-0.096, -0.778, 0.238, -1.102, 0.154, 0.233, -0.621, 0.219, 0.234, 0.224, 0.203, -0.294, 0.260, 1.714, 0.222, 0.247, -0.672, 0.213, -0.596]}